Density functional theory data (ωB97M-V/def2-TZVPD) for C2O2S in the gas phase in a non-equilibrium geometry.

- Kohn-Sham gap (alpha / beta) (eV) = 7.95 / 7.67
- ΔE to the lowest compared entry with this formula, charge and spin (kcal/mol) = 212.4
- DFT total energy (a.u.) = -624.55405
- largest force on an atom (eV/Å) = 6.00

Element x y z (Å)
O 1.553 1.309 -0.158
C -0.856 0.080 0.147
C -2.027 0.004 0.056
O 1.577 -1.263 -0.404
S 1.079 -0.191 0.441